1.
Molecular formula: C3H5NS2
Method: DFT, wB97M-V/def2-TZVPD

Properties
E, a.u.: -968.3459
Highest occupied orbital energy, eV: -8.16
SMILES string: CC(=S)NC=S
E_LUMO, eV: -0.970

Geometry (Å):
C -1.3254 -0.8514 0.1083
C -0.9647 0.5491 0.1230
S -1.7820 1.9065 0.2300
N 0.8044 0.9342 -0.1189
C 1.7935 0.0182 -0.0486
S 3.3940 0.3173 -0.0289
H -0.7779 -1.4455 -0.5459
H -2.2616 -0.7660 -0.4663
H -1.5930 -1.3767 0.9877
H 1.0583 1.8228 -0.3490
H 1.6543 -1.1084 0.1085

***

2.
Molecular formula: C3H5NS2
Method: DFT, wB97M-V/def2-TZVPD

Properties
E, a.u.: -968.3788
Highest occupied orbital energy, eV: -8.47
SMILES string: C=CN(S)C=S
E_LUMO, eV: -0.030

Geometry (Å):
C 1.6368 -0.9211 -0.0681
C 1.0649 0.3159 -0.0085
N -0.3513 0.5467 -0.0298
S -0.8520 2.2217 -0.0200
C -1.2474 -0.4953 0.0518
S -2.8854 -0.4487 -0.0351
H 1.1127 -1.8506 -0.2195
H 2.7036 -1.0140 0.0950
H 1.7021 1.1827 0.0603
H -2.1390 1.8947 -0.0622
H -0.7450 -1.4320 0.2361

***

3.
Molecular formula: C3H5NS2
Method: DFT, wB97M-V/def2-TZVPD

Properties
E, a.u.: -968.3541
Highest occupied orbital energy, eV: -8.66
SMILES string: CN(C=S)C=S
E_LUMO, eV: -0.717

Geometry (Å):
C -0.5708 1.2172 0.0509
N -0.0687 -0.1584 -0.2380
C 1.3827 -0.1305 -0.0915
S 2.4347 -1.3713 -0.0230
C -0.7905 -1.3176 -0.0569
S -2.3280 -1.3989 -0.0350
H 0.4653 1.7461 -0.2107
H -0.8764 1.3803 0.9902
H -1.4534 1.5366 -0.6652
H 1.9593 0.8182 0.0600
H -0.1542 -2.3216 0.2193

***

ΔE to the lowest compared entry with this formula, charge and spin / kcal/mol: 62.24 41.58 57.07